Formula: C22H17ClN5PtSe3
Source: OMol25
Level of theory: the ωB97M-V functional and the def2-TZVPD basis

```
! RIJCOSX wB97M-V def2-TZVPD def2/J DEFGRID3
* xyz 3 1
Pt 0.263 0.716 0.095
Se 1.554 3.299 0.929
Se 2.584 2.688 -1.041
C 3.484 1.175 -0.313
C 4.814 0.942 -0.602
C 5.420 -0.136 0.040
C 4.679 -0.873 0.945
C 3.336 -0.560 1.145
N 2.722 0.434 0.505
C -0.003 3.753 -0.099
C -0.519 5.024 -0.184
C -1.560 5.227 -1.091
C -1.986 4.169 -1.874
C -1.424 2.914 -1.690
N -0.459 2.692 -0.790
H 5.370 1.584 -1.272
H 6.459 -0.369 -0.149
H 5.127 -1.688 1.495
H 2.730 -1.126 1.839
H -0.120 5.835 0.410
H -1.998 6.210 -1.202
H -2.752 4.305 -2.624
H -1.747 2.073 -2.287
Cl -2.957 -1.737 -1.257
C -2.917 -1.666 0.470
C -3.476 -2.706 1.189
C -3.512 -2.639 2.577
C -2.993 -1.534 3.251
C -2.438 -0.501 2.527
C -2.386 -0.534 1.119
C -1.907 0.628 0.408
H -3.909 -3.549 0.668
H -3.972 -3.444 3.133
H -3.049 -1.482 4.329
H -2.065 0.380 3.036
H -1.985 1.531 1.010
H -2.273 0.724 -0.602
Se 0.155 -2.977 2.057
N 0.160 -4.063 0.688
C 0.277 -3.352 -0.425
C 0.286 -3.806 -1.776
C 0.363 -2.857 -2.754
C 0.417 -1.472 -2.436
N 0.450 -1.029 -1.201
C 0.377 -1.953 -0.205
N 0.345 -1.512 1.039
H 0.218 -4.863 -2.001
H 0.365 -3.139 -3.798
H 0.453 -0.736 -3.230
*
```

The value obtained for the HOMO-LUMO gap (alpha / beta) is 4.884 / 4.889 eV. The molar mass comes out at 818.8 g/mol. The calculation puts the total energy at -242317.99497 eV. The LUMO energy (alpha / beta) comes out at -12.449 / -12.446 eV. Its energy above the lowest of the compared OMol25 structures with the same formula, charge and spin is 3.126 eV.